w.
{
  "formula": "C36H99N9O9",
  "method": "ωB97M-V with the def2-TZVPD basis set",
  "elements": ["C", "O", "C", "C", "C", "N", "H", "H", "H", "H", "H", "H", "H", "H", "H", "H", "H", "C", "O", "C", "C", "C", "N", "H", "H", "H", "H", "H", "H", "H", "H", "H", "H", "H", "C", "O", "C", "C", "C", "N", "H", "H", "H", "H", "H", "H", "H", "H", "H", "H", "H", "C", "O", "C", "C", "C", "N", "H", "H", "H", "H", "H", "H", "H", "H", "H", "H", "H", "C", "O", "C", "C", "C", "N", "H", "H", "H", "H", "H", "H", "H", "H", "H", "H", "H", "C", "O", "C", "C", "C", "N", "H", "H", "H", "H", "H", "H", "H", "H", "H", "H", "H", "C", "O", "C", "C", "C", "N", "H", "H", "H", "H", "H", "H", "H", "H", "H", "H", "H", "C", "O", "C", "C", "C", "N", "H", "H", "H", "H", "H", "H", "H", "H", "H", "H", "H", "C", "O", "C", "C", "C", "N", "H", "H", "H", "H", "H", "H", "H", "H", "H", "H", "H"],
  "xyz": [[-1.040, 0.712, -4.734], [-0.135, -0.443, -4.715], [-0.814, -1.695, -4.417], [0.166, -2.845, -4.340], [-0.485, -4.136, -3.894], [1.310, -2.564, -3.470], [-1.997, 0.646, -4.216], [-1.268, 0.829, -5.794], [-0.600, 1.682, -4.505], [-1.214, -1.605, -3.407], [-1.543, -1.985, -5.174], [0.533, -3.023, -5.351], [-1.481, -4.207, -4.331], [-0.652, -4.001, -2.825], [0.155, -5.007, -4.028], [1.788, -1.763, -3.858], [0.920, -2.295, -2.578], [-0.555, -3.615, 4.116], [0.584, -3.150, 4.725], [1.762, -3.834, 4.459], [2.966, -2.979, 4.806], [3.118, -1.789, 3.869], [4.226, -3.687, 4.777], [-1.236, -2.766, 4.189], [-0.885, -4.522, 4.623], [-0.428, -3.720, 3.039], [1.793, -4.768, 5.020], [1.800, -4.126, 3.409], [2.822, -2.560, 5.801], [3.965, -1.105, 3.934], [2.167, -1.262, 3.935], [3.125, -2.191, 2.856], [4.187, -4.532, 5.329], [4.401, -3.895, 3.804], [2.779, 1.441, -2.728], [3.183, 0.727, -1.522], [3.000, -0.715, -1.523], [3.227, -1.344, -0.102], [4.661, -1.149, 0.407], [2.981, -2.826, -0.097], [3.275, 1.276, -3.684], [2.896, 2.512, -2.561], [1.715, 1.295, -2.913], [1.948, -0.862, -1.768], [3.553, -1.148, -2.357], [2.421, -0.900, 0.483], [4.782, -1.855, 1.229], [4.811, -0.140, 0.789], [5.414, -1.377, -0.348], [3.201, -3.205, 0.813], [3.618, -3.289, -0.730], [5.392, -3.568, -3.062], [4.455, -4.226, -2.261], [3.872, -5.288, -2.937], [2.861, -6.063, -2.055], [2.080, -7.144, -2.712], [1.852, -5.085, -1.626], [6.043, -4.231, -3.633], [5.968, -2.944, -2.378], [4.915, -2.933, -3.808], [3.545, -4.974, -3.929], [4.576, -6.077, -3.201], [3.389, -6.501, -1.207], [1.397, -7.562, -1.972], [2.746, -7.933, -3.062], [1.460, -6.678, -3.478], [2.521, -4.381, -1.349], [1.392, -4.670, -2.423], [-2.867, -5.095, -0.129], [-1.695, -5.399, 0.664], [-1.192, -6.684, 0.346], [0.040, -7.086, 1.157], [-0.193, -7.145, 2.721], [1.086, -6.089, 0.999], [-2.670, -5.202, -1.196], [-3.083, -4.035, 0.005], [-3.782, -5.622, 0.140], [-1.986, -7.425, 0.438], [-0.926, -6.648, -0.710], [0.355, -8.056, 0.772], [0.721, -7.090, 3.312], [-0.684, -8.057, 3.058], [-0.737, -6.225, 2.938], [1.362, -5.963, 0.035], [0.692, -5.189, 1.235], [-1.341, 2.317, -1.079], [-1.465, 1.069, -0.515], [-0.420, 0.132, -0.790], [-0.823, -1.186, -0.105], [-0.660, -1.238, 1.380], [-0.004, -2.243, -0.656], [-1.657, 2.263, -2.121], [-0.384, 2.827, -0.969], [-2.081, 2.981, -0.632], [-0.314, 0.081, -1.874], [0.482, 0.520, -0.317], [-1.877, -1.323, -0.347], [-0.931, -0.247, 1.744], [0.385, -1.397, 1.648], [-1.407, -1.904, 1.812], [0.942, -2.180, -0.308], [-0.277, -3.165, -0.348], [-2.831, 5.726, -0.419], [-3.631, 6.837, 0.065], [-4.193, 6.581, 1.331], [-4.666, 7.942, 1.919], [-3.539, 8.892, 2.147], [-5.324, 7.675, 3.202], [-2.197, 6.033, -1.251], [-3.560, 5.004, -0.787], [-2.219, 5.218, 0.327], [-4.982, 5.839, 1.215], [-3.513, 6.161, 2.072], [-5.378, 8.315, 1.183], [-3.022, 8.707, 3.089], [-3.835, 9.941, 2.156], [-2.863, 8.918, 1.292], [-5.292, 8.575, 3.659], [-4.541, 7.263, 3.688], [2.351, 5.182, -1.202], [1.833, 6.475, -0.778], [0.777, 6.957, -1.634], [0.273, 8.407, -1.257], [-0.842, 8.835, -2.143], [1.333, 9.395, -1.467], [2.953, 5.262, -2.107], [1.567, 4.427, -1.267], [3.058, 4.837, -0.448], [1.174, 6.966, -2.649], [0.061, 6.137, -1.701], [-0.001, 8.288, -0.209], [-0.534, 8.854, -3.188], [-1.313, 9.781, -1.874], [-1.702, 8.186, -1.975], [1.059, 10.287, -1.079], [2.046, 9.017, -0.860], [-5.834, 4.217, 3.487], [-4.644, 3.641, 2.927], [-4.200, 2.472, 3.628], [-2.999, 1.774, 2.802], [-1.908, 2.815, 2.556], [-3.468, 1.193, 1.586], [-6.623, 3.471, 3.382], [-6.170, 5.066, 2.892], [-5.799, 4.458, 4.549], [-4.008, 2.681, 4.680], [-4.968, 1.704, 3.722], [-2.557, 0.931, 3.334], [-1.020, 2.527, 1.993], [-1.504, 3.145, 3.513], [-2.258, 3.701, 2.026], [-3.885, 2.029, 1.204], [-2.663, 0.977, 1.015]],
  "charge": 0,
  "gap_ev": 9.06,
  "lumo_ev": 0.57,
  "multiplicity": 1,
  "mol_weight_g_mol": 802.2,
  "homo_energy_ev": -8.49
}

x.
{
  "formula": "C36H99N9O9",
  "method": "ωB97M-V with the def2-TZVPD basis set",
  "elements": ["C", "O", "C", "C", "C", "N", "H", "H", "H", "H", "H", "H", "H", "H", "H", "H", "H", "C", "O", "C", "C", "C", "N", "H", "H", "H", "H", "H", "H", "H", "H", "H", "H", "H", "C", "O", "C", "C", "C", "N", "H", "H", "H", "H", "H", "H", "H", "H", "H", "H", "H", "C", "O", "C", "C", "C", "N", "H", "H", "H", "H", "H", "H", "H", "H", "H", "H", "H", "C", "O", "C", "C", "C", "N", "H", "H", "H", "H", "H", "H", "H", "H", "H", "H", "H", "C", "O", "C", "C", "C", "N", "H", "H", "H", "H", "H", "H", "H", "H", "H", "H", "H", "C", "O", "C", "C", "C", "N", "H", "H", "H", "H", "H", "H", "H", "H", "H", "H", "H", "C", "O", "C", "C", "C", "N", "H", "H", "H", "H", "H", "H", "H", "H", "H", "H", "H", "C", "O", "C", "C", "C", "N", "H", "H", "H", "H", "H", "H", "H", "H", "H", "H", "H"],
  "xyz": [[26.242, -11.115, 13.611], [26.903, -9.962, 13.106], [26.487, -8.719, 13.630], [26.736, -7.572, 12.571], [26.412, -6.153, 12.953], [25.936, -7.665, 11.357], [26.329, -11.274, 14.686], [26.610, -12.057, 13.206], [25.189, -11.139, 13.331], [25.459, -8.712, 13.993], [27.110, -8.630, 14.520], [27.743, -7.699, 12.174], [26.522, -5.403, 12.169], [27.054, -5.835, 13.775], [25.338, -6.065, 13.119], [26.130, -6.910, 10.715], [26.248, -8.484, 10.854], [32.396, -18.382, 11.130], [33.169, -17.530, 10.343], [34.355, -18.252, 9.901], [35.269, -17.333, 9.060], [34.747, -17.066, 7.619], [36.515, -17.978, 8.934], [32.011, -19.212, 10.538], [31.545, -17.939, 11.647], [33.013, -18.925, 11.846], [34.891, -18.436, 10.833], [34.150, -19.201, 9.405], [35.433, -16.366, 9.535], [35.495, -16.492, 7.071], [33.788, -16.570, 7.766], [34.480, -17.972, 7.076], [36.246, -18.780, 8.382], [37.088, -17.430, 8.309], [25.985, -23.352, 15.885], [25.136, -22.165, 15.984], [25.860, -21.125, 15.432], [25.136, -19.724, 15.523], [23.677, -19.709, 14.947], [25.973, -18.659, 15.038], [26.423, -23.407, 14.888], [25.426, -24.264, 16.094], [26.847, -23.352, 16.552], [26.842, -20.999, 15.889], [25.971, -21.307, 14.364], [25.017, -19.480, 16.579], [23.355, -18.670, 14.878], [23.014, -20.169, 15.679], [23.572, -20.089, 13.930], [26.770, -18.704, 15.657], [25.465, -17.810, 15.241], [16.155, -26.614, 15.421], [17.294, -25.963, 16.043], [16.928, -24.591, 16.414], [18.117, -23.947, 17.105], [17.970, -22.351, 17.217], [19.288, -24.079, 16.263], [15.478, -25.896, 14.958], [15.567, -27.280, 16.053], [16.567, -27.309, 14.689], [16.765, -24.027, 15.495], [16.029, -24.531, 17.027], [18.340, -24.321, 18.105], [16.929, -22.127, 17.446], [18.250, -21.897, 16.266], [18.345, -22.011, 18.182], [20.126, -23.758, 16.726], [19.402, -25.073, 16.130], [28.721, -16.029, 19.870], [28.742, -15.201, 18.788], [30.047, -14.611, 18.570], [30.280, -13.270, 19.352], [29.157, -12.179, 19.269], [31.467, -12.585, 18.900], [28.792, -15.548, 20.846], [29.425, -16.854, 19.761], [27.740, -16.500, 19.820], [30.944, -15.229, 18.602], [29.997, -14.445, 17.494], [30.356, -13.549, 20.403], [28.218, -12.664, 19.538], [29.129, -11.734, 18.275], [29.444, -11.368, 19.938], [32.269, -13.180, 18.750], [31.218, -12.218, 17.993], [25.836, -29.361, 20.621], [25.446, -30.350, 19.743], [25.793, -31.646, 20.050], [25.215, -32.489, 18.940], [23.700, -32.373, 18.790], [25.357, -33.962, 19.174], [25.496, -28.393, 20.251], [26.886, -29.220, 20.879], [25.426, -29.481, 21.623], [26.877, -31.752, 20.007], [25.431, -31.847, 21.058], [25.741, -32.220, 18.024], [23.412, -31.323, 18.726], [23.124, -32.664, 19.668], [23.229, -32.954, 17.998], [26.323, -34.233, 19.292], [25.280, -34.473, 18.306], [13.740, -13.165, 11.782], [14.420, -12.982, 13.061], [15.569, -13.694, 13.327], [16.061, -13.360, 14.809], [17.460, -13.866, 15.099], [15.074, -13.880, 15.768], [14.435, -13.687, 11.124], [13.367, -12.231, 11.362], [12.991, -13.944, 11.927], [15.456, -14.776, 13.261], [16.295, -13.317, 12.607], [16.142, -12.289, 14.994], [17.660, -14.937, 15.074], [17.903, -13.396, 15.977], [18.037, -13.465, 14.265], [14.718, -14.765, 15.435], [14.179, -13.428, 15.645], [21.240, -27.849, 8.253], [20.274, -26.854, 8.279], [20.719, -25.687, 9.031], [19.478, -24.788, 9.273], [19.710, -23.519, 10.101], [18.421, -25.518, 9.931], [22.117, -27.458, 7.737], [20.858, -28.692, 7.677], [21.500, -28.046, 9.293], [21.151, -26.013, 9.977], [21.594, -25.244, 8.555], [19.001, -24.548, 8.322], [20.134, -23.695, 11.090], [18.798, -23.038, 10.455], [20.244, -22.759, 9.532], [18.909, -25.557, 10.815], [18.378, -26.464, 9.580], [25.336, -22.031, 22.072], [24.184, -21.962, 22.852], [22.968, -21.433, 22.255], [22.250, -20.705, 23.461], [20.775, -20.365, 23.111], [22.847, -19.483, 23.982], [25.996, -22.752, 22.556], [25.911, -21.108, 22.004], [25.106, -22.332, 21.050], [23.162, -20.707, 21.466], [22.344, -22.263, 21.925], [22.182, -21.376, 24.318], [20.837, -19.420, 22.571], [20.066, -20.268, 23.933], [20.307, -21.092, 22.447], [23.823, -19.638, 24.189], [22.773, -18.819, 23.224]],
  "charge": 0,
  "gap_ev": 9.37,
  "lumo_ev": 0.24,
  "multiplicity": 1,
  "mol_weight_g_mol": 802.2,
  "homo_energy_ev": -9.14
}

Which structure is the most stable? The one labeled w.

w.
{
  "formula": "C3H12N3O",
  "method": "ωB97M-V with the def2-TZVPD basis set",
  "elements": ["C", "O", "H", "H", "H", "H", "C", "C", "N", "N", "N", "H", "H", "H", "H", "H", "H", "H", "H"],
  "xyz": [[1.738, 0.399, 2.633], [0.698, -0.512, 2.198], [0.959, -1.382, 2.509], [2.129, 0.866, 1.723], [1.395, 1.096, 3.383], [2.601, -0.174, 2.976], [1.028, -1.115, -0.928], [-0.951, 0.300, -1.118], [-0.311, -0.677, -0.515], [-0.808, 0.557, -2.416], [-1.785, 1.121, -0.458], [-0.539, -0.851, 0.456], [-0.475, -0.133, -3.064], [-0.996, 1.500, -2.724], [-1.796, 1.020, 0.550], [-2.706, 1.196, -0.877], [1.061, -1.223, -2.009], [1.215, -2.101, -0.521], [1.813, -0.401, -0.674]],
  "charge": 1,
  "gap_ev": 11.34,
  "lumo_ev": -2.93,
  "multiplicity": 1,
  "mol_weight_g_mol": 106.1,
  "homo_energy_ev": -14.27
}

x.
{
  "formula": "C3H12N3O",
  "method": "ωB97M-V with the def2-TZVPD basis set",
  "elements": ["N", "C", "N", "H", "H", "H", "H", "H", "H", "O", "C", "C", "N", "H", "H", "H", "H", "H", "H"],
  "xyz": [[0.069, 1.515, 1.791], [-1.157, 0.618, 1.942], [-0.940, -0.804, 1.840], [0.506, 1.592, 2.705], [-0.387, 2.451, 1.633], [-1.641, 0.888, 2.889], [-1.850, 0.955, 1.142], [-0.661, -1.093, 0.913], [-0.212, -1.130, 2.464], [0.733, -1.799, -2.019], [0.066, -0.812, -2.330], [0.116, 0.475, -1.493], [1.067, 0.284, -0.409], [-0.486, -0.793, -3.264], [0.317, 1.425, -2.016], [-0.889, 0.543, -1.072], [0.602, 0.674, 0.478], [1.478, -0.710, -0.515], [1.839, 0.936, -0.472]],
  "charge": 1,
  "gap_ev": 10.37,
  "lumo_ev": -3.53,
  "multiplicity": 1,
  "mol_weight_g_mol": 106.1,
  "homo_energy_ev": -13.90
}

Which structure is the most stable? The one labeled w.

w.
{
  "formula": "C3H12N3O",
  "method": "ωB97M-V with the def2-TZVPD basis set",
  "elements": ["C", "C", "C", "N", "N", "N", "O", "H", "H", "H", "H", "H", "H", "H", "H", "H", "H", "H", "H"],
  "xyz": [[-2.406, -0.198, 0.215], [1.863, -0.299, -0.039], [-1.160, 0.557, -0.178], [2.582, 0.658, 0.573], [-0.003, -0.267, 0.481], [-0.961, 0.652, -1.511], [2.240, -1.580, 0.029], [-2.808, -0.838, -0.504], [-2.266, -0.725, 1.113], [-3.086, 0.528, 0.427], [-1.153, 1.470, 0.359], [2.672, 1.450, -0.026], [2.476, 0.743, 1.572], [-0.283, -1.311, 0.327], [-0.045, -0.037, 1.496], [-0.255, 1.133, -2.044], [1.685, -0.131, -1.051], [-1.477, 0.185, -2.165], [2.386, -1.989, 0.925]],
  "charge": 1,
  "gap_ev": 10.65,
  "lumo_ev": -3.12,
  "multiplicity": 1,
  "mol_weight_g_mol": 106.1,
  "homo_energy_ev": -13.77
}

x.
{
  "formula": "C3H12N3O",
  "method": "ωB97M-V with the def2-TZVPD basis set",
  "elements": ["C", "C", "N", "N", "N", "H", "H", "H", "H", "H", "H", "H", "H", "C", "O", "H", "H", "H", "H"],
  "xyz": [[1.525, -1.128, -0.911], [-0.892, -1.022, -1.024], [-0.838, 0.159, -0.458], [0.240, -1.776, -1.065], [-1.993, -1.453, -1.655], [-0.103, 0.574, 0.106], [-1.616, 0.794, -0.507], [0.181, -2.624, -1.587], [-1.993, -2.424, -1.928], [-2.889, -1.068, -1.411], [1.594, -0.613, 0.048], [1.886, -0.521, -1.737], [2.212, -1.946, -0.733], [0.237, 2.020, 2.487], [0.554, 2.289, 1.080], [1.435, 2.653, 0.984], [0.576, 2.922, 3.006], [-0.852, 2.050, 2.502], [0.735, 1.112, 2.804]],
  "charge": 1,
  "gap_ev": 11.33,
  "lumo_ev": -2.90,
  "multiplicity": 1,
  "mol_weight_g_mol": 106.1,
  "homo_energy_ev": -14.23
}

Which structure is the most stable? The one labeled x.